Entry 1:
11
Properties=species:S:1:pos:R:3:mulliken_charge:R:1 method="wB97M-V/def2-TZVPD" e_lumo_ha="-0.0397 / -0.0397" e_homo_ev="-9.26 / -9.26" total_charge=0 orbital_gap_ha="0.30066 / 0.30061"
C 0.7829 -1.3670 -2.4596 0.03
C -0.9240 1.5234 -0.5602 0.33
C -0.7463 -1.3575 0.4639 0.25
C 0.4143 1.0987 2.1975 -0.83
N 0.1820 -0.5754 -1.8900 -0.35
N -1.2936 2.2644 -1.3555 -0.39
N -1.1289 -2.4191 0.4519 -0.36
Si -0.1214 0.3803 0.6389 0.37
H 1.1201 0.7091 2.9054 0.30
H 1.1312 -2.3391 -2.6996 0.31
H 0.5838 2.0822 2.3075 0.34

Entry 2:
64
Properties=species:S:1:pos:R:3:mulliken_charge:R:1 method="wB97M-V/def2-TZVPD" e_lumo_ha="-0.3055 / -0.4518" e_homo_ev="-17.89 / -17.89" total_charge=+3 orbital_gap_ha="0.35199 / 0.20546" spin_multiplicity=6
Ru 0.1067 -0.1131 0.0119 1.18
C -0.9495 2.7854 -1.6804 -1.33
C -1.8769 2.1595 -0.7027 0.53
C -3.1978 2.5116 -0.4002 -1.55
C -3.6006 1.6339 0.5737 0.03
N -2.5784 0.7955 0.8613 1.08
N -1.5201 1.1164 0.0583 -0.33
B -2.4758 -0.3083 1.9024 -0.45
N -2.5940 -1.7092 1.1494 0.73
C -3.4084 -2.7260 1.1397 0.63
C -2.9087 -3.6717 0.1992 -1.71
C -1.6908 -3.0595 -0.3322 0.76
C -0.7909 -3.6477 -1.3404 -1.12
N -1.5227 -1.9066 0.2342 -0.13
N -1.1529 -0.2902 2.6567 1.16
C -0.9194 -0.4688 3.9770 -0.04
C 0.4195 -0.3093 4.2229 -1.47
C 1.0050 -0.0394 2.9805 0.57
C 2.4350 0.2363 2.6875 -1.29
N 0.0471 -0.0443 2.0401 -0.46
N -3.6163 -0.0867 2.9397 1.76
C -3.7260 1.0788 3.7484 -0.42
C -4.8280 0.9434 4.5182 -1.12
C -5.3784 -0.3115 4.1659 0.54
C -6.5582 -1.0092 4.6582 -1.16
N -4.5749 -0.9064 3.1723 -1.17
H -1.1619 3.8492 -1.7647 0.50
H -1.0785 2.3391 -2.6671 0.22
H 0.0888 2.6648 -1.3712 0.23
H -3.7722 3.3107 -0.8367 0.52
H -4.5516 1.5589 1.0768 0.54
H -4.2858 -2.7756 1.7620 0.66
H -3.3367 -4.6284 -0.0623 0.49
H -1.3340 -3.7800 -2.2806 0.40
H -0.4846 -4.6447 -1.0140 0.44
H 0.0889 -3.0320 -1.5085 0.08
H -1.7185 -0.6939 4.6654 0.55
H 0.9205 -0.3666 5.1740 0.51
H 2.9106 0.6609 3.5691 0.50
H 2.5456 0.9363 1.8601 0.22
H 2.9525 -0.6909 2.4365 0.21
H -2.9926 1.8671 3.6698 0.64
H -5.2142 1.6370 5.2470 0.50
H -7.1451 -0.3960 5.3354 0.40
H -6.2431 -1.9239 5.1814 0.34
H -7.1725 -1.3554 3.8199 0.37
C 3.7998 -0.9118 -3.3954 -1.60
C 2.5787 -1.1453 -2.5091 1.00
O 2.1251 -2.4858 -2.5407 -0.53
P 1.1395 -0.1494 -3.0573 0.42
O 1.6311 1.2977 -3.3687 -0.53
O 0.5235 -0.7032 -4.3701 -0.52
O 0.0370 -0.2227 -2.0066 -0.45
P 2.8220 -0.5155 -0.7906 0.84
O 4.1900 -1.0430 -0.2330 -0.52
O 2.6146 0.9644 -0.8401 -0.85
O 1.7473 -1.2288 0.0806 -0.75
H 3.5803 -1.1823 -4.4284 0.43
H 4.6165 -1.5500 -3.0527 0.48
H 4.1395 0.1235 -3.3655 0.39
H 2.8646 -3.0839 -2.3706 0.40
H 2.1480 1.6658 -2.6192 0.43
H 0.9113 -0.4467 -5.2205 0.40
H 4.9741 -0.4914 -0.3714 0.44

Entry 3:
29
Properties=species:S:1:pos:R:3:mulliken_charge:R:1 method="wB97M-V/def2-TZVPD" e_lumo_ha=0.1306 e_homo_ev=-4.87 total_charge=-1 orbital_gap_ha=0.30957
C 0.6258 -0.5036 0.1096 -0.68
O -0.0515 -0.7433 -1.0980 -0.85
C 0.5109 0.9535 0.5286 0.32
C 1.7025 1.3111 1.5446 -0.98
C 2.2001 0.2297 2.4368 -0.02
C 1.4449 -0.6079 3.1347 -0.84
N 0.7910 1.8398 -0.6147 -0.63
H 1.6634 -0.9059 0.0277 0.39
H 0.1628 -1.2080 0.8303 0.28
H -0.4493 1.1465 1.0102 0.23
H 2.5538 1.7172 1.0035 0.32
H 1.2747 2.1695 2.0901 0.31
H 3.2743 0.1818 2.5962 0.30
H 0.3629 -0.6986 3.2427 0.28
H 1.8568 -1.3276 3.8222 0.26
H 1.0707 1.3038 -1.4257 0.28
H -0.0480 2.3530 -0.8470 0.33
H -1.2253 0.2122 -1.2579 0.30
H -2.2875 -0.1087 -2.1589 0.32
O -2.2339 0.5098 -1.4180 -0.79
H -3.2383 1.6859 0.3150 0.33
H -1.9852 2.5073 0.0540 0.30
O -2.8642 2.5602 0.4128 -0.68
H 1.3390 -2.8625 -1.5416 0.28
H 1.0189 -1.4998 -2.1381 0.34
O 1.5535 -2.3335 -2.3224 -0.72
H -2.1575 -1.7468 -0.9502 0.35
H -1.2805 -2.7182 -1.6077 0.37
O -2.1954 -2.6683 -1.2502 -0.69

Entry 4:
11
Properties=species:S:1:pos:R:3:mulliken_charge:R:1 method="wB97M-V/def2-TZVPD" e_lumo_ha=-0.0087 e_homo_ev=-8.53 total_charge=0 orbital_gap_ha=0.30466
C -1.0564 0.0727 -0.0695 0.02
C -0.0227 1.0988 -0.0506 -0.38
C 1.0084 -0.0694 0.1126 -0.44
C -0.1085 -1.0486 -0.0788 -0.36
H 0.0035 1.6615 -0.9980 0.23
H -0.0231 1.8370 0.7739 0.25
H 1.7965 -0.0216 -0.6415 0.24
H 1.4815 -0.1443 1.1237 0.24
H -0.2691 -1.7290 0.8085 0.23
H -0.0812 -1.6639 -1.0184 0.24
S -2.7289 0.0069 0.0381 -0.27

Entry 5:
79
Properties=species:S:1:pos:R:3:mulliken_charge:R:1 method="wB97M-V/def2-TZVPD" e_lumo_ha=-0.0804 e_homo_ev=-13.17 total_charge=+1 orbital_gap_ha=0.40369
K 16.8727 -0.2049 3.5880 1.14
C 10.1734 -1.0787 2.9661 -1.27
C 11.5835 -1.4666 2.6270 -0.11
O 12.0523 -0.6282 1.5544 -0.14
P 13.5158 -0.8232 1.0110 0.24
O 14.5667 -0.5852 2.0089 -0.12
O 13.4703 -2.2628 0.4016 -0.31
C 14.6366 -2.9024 -0.1705 -0.22
C 15.3456 -3.7411 0.8537 -1.05
O 13.5581 0.1138 -0.2450 -0.37
C 13.6713 1.5474 -0.1367 0.10
C 12.3220 2.2072 -0.2852 -1.18
H 9.4514 -1.4791 2.2535 0.31
H 9.8800 -1.4956 3.9325 0.39
H 10.0483 0.0026 3.0115 0.32
H 12.2439 -1.3906 3.4946 0.26
H 11.6139 -2.5144 2.3142 0.27
H 14.2361 -3.5367 -0.9590 0.33
H 15.3054 -2.1763 -0.6314 0.28
H 14.6432 -4.2776 1.4880 0.28
H 15.9633 -4.5025 0.3702 0.45
H 16.0294 -3.1436 1.4589 0.18
H 14.0895 1.8070 0.8423 -0.05
H 14.3717 1.8592 -0.9069 0.41
H 12.4354 3.2937 -0.3221 0.41
H 11.8426 1.9321 -1.2279 0.35
H 11.6422 1.9383 0.5197 0.22
C 18.5610 -0.5853 8.8617 -1.31
C 17.9453 -1.2417 7.6529 0.09
O 18.8945 -2.2172 7.1459 -0.21
P 18.4455 -3.1796 5.9910 0.47
O 17.7624 -2.5469 4.8496 -0.30
O 19.7435 -3.9602 5.5887 -0.31
C 20.7733 -3.2906 4.8260 -0.24
C 21.7966 -2.6561 5.7264 -0.99
O 17.6011 -4.2565 6.7496 -0.30
C 16.8195 -5.2768 6.0722 -0.19
C 17.4969 -6.5987 6.2246 -1.08
H 19.4980 -0.0773 8.6346 0.33
H 17.8828 0.1589 9.2805 0.39
H 18.7657 -1.3428 9.6170 0.32
H 17.0414 -1.7861 7.9397 0.30
H 17.6717 -0.5440 6.8599 0.07
H 21.2312 -4.0599 4.2005 0.33
H 20.3103 -2.5997 4.1182 0.23
H 21.4091 -1.7130 6.1267 0.23
H 22.0862 -3.3179 6.5340 0.28
H 22.6618 -2.3327 5.1433 0.39
H 15.8397 -5.2655 6.5438 0.31
H 16.7077 -5.0011 5.0219 0.23
H 17.5557 -6.8736 7.2777 0.29
H 16.9091 -7.3797 5.7388 0.37
H 18.4886 -6.5757 5.7781 0.27
C 14.5576 4.6274 0.7579 -1.31
C 15.7418 4.0458 1.5174 -0.15
O 15.4519 4.1882 2.9393 -0.08
P 16.6044 3.8761 3.9615 0.39
O 17.1968 2.5389 3.8309 -0.59
O 17.6646 5.0089 3.8004 -0.35
C 17.3327 6.4075 3.9947 -0.18
C 17.7965 6.8794 5.3450 -1.17
O 15.9169 4.1816 5.3423 -0.15
C 15.0819 3.1792 5.9672 0.07
C 13.9325 3.8505 6.6349 -1.28
H 13.6292 4.3691 1.2739 0.29
H 14.6029 5.7153 0.7544 0.43
H 14.4994 4.2531 -0.2619 0.36
H 15.9165 2.9935 1.3016 0.24
H 16.6362 4.6356 1.3110 0.42
H 17.8661 6.9595 3.2246 0.38
H 16.2546 6.5271 3.8883 0.28
H 17.5871 7.9445 5.4438 0.38
H 17.3273 6.3218 6.1532 0.26
H 18.8742 6.7360 5.4405 0.31
H 14.7425 2.4550 5.2207 0.17
H 15.6955 2.6434 6.6933 0.20
H 13.2924 3.0800 7.0710 0.41
H 14.2963 4.4673 7.4560 0.31
H 13.3405 4.4355 5.9365 0.31

Entry 6:
53
Properties=species:S:1:pos:R:3:mulliken_charge:R:1 method="wB97M-V/def2-TZVPD" e_lumo_ha="-0.4453 / -0.4288" e_homo_ev="-18.74 / -18.49" total_charge=+3 orbital_gap_ha="0.24355 / 0.25054" spin_multiplicity=2
Re -0.1003 0.4906 -0.5503 2.33
C 1.5755 2.2253 1.5567 -0.65
C 2.1105 0.8831 2.0240 -0.59
O 1.4941 -0.1583 1.2478 -0.27
C 2.3822 -1.2718 1.0346 -0.76
C 1.5666 -2.3994 0.4792 -0.67
O 0.8560 -1.9044 -0.6595 -0.39
C 0.0020 -2.8809 -1.2514 -0.65
C -0.9782 -2.1405 -2.1240 -0.65
O -1.5979 -1.0535 -1.4000 -0.53
C -2.6278 -1.4110 -0.4462 -0.61
C -2.1377 -1.2506 0.9785 -0.43
O -1.5141 0.0476 1.0372 -0.19
C -1.2258 0.5579 2.3551 -0.54
C -0.7911 1.9957 2.1711 -0.56
O 0.2020 2.1425 1.1302 -0.46
H 2.1187 2.5736 0.6802 0.28
H 1.6746 2.9642 2.3527 0.52
H 1.8961 0.7042 3.0803 0.39
H 3.1911 0.8769 1.8772 0.49
H 2.8218 -1.5827 1.9842 0.49
H 3.1756 -0.9805 0.3493 0.35
H 0.8545 -2.7700 1.2244 0.34
H 2.2287 -3.2207 0.1966 0.51
H -0.5054 -3.4599 -0.4727 0.41
H 0.5821 -3.5707 -1.8688 0.47
H -1.7431 -2.8194 -2.5009 0.51
H -0.4714 -1.6709 -2.9671 0.31
H -2.9781 -2.4278 -0.6214 0.52
H -3.4551 -0.7239 -0.6259 0.34
H -1.4194 -2.0197 1.2745 0.11
H -2.9861 -1.2915 1.6634 0.55
H -0.4530 -0.0557 2.8204 0.24
H -2.1234 0.5231 2.9741 0.59
H -0.4102 2.3873 3.1151 0.52
H -1.6374 2.6105 1.8653 0.30
O 3.7397 0.9357 -0.8753 -0.36
S 2.8811 0.9410 -2.0314 0.36
N 1.3946 0.8859 -1.6204 -0.31
C -3.6190 4.4819 -4.0762 -1.37
C -2.7708 3.5662 -3.2823 1.04
C -1.5582 3.0520 -3.7650 -0.93
C -0.8011 2.2078 -2.9944 -0.02
N -1.1686 1.8263 -1.7469 -0.08
C -2.3428 2.3105 -1.2705 -0.01
C -3.1417 3.1582 -1.9917 -0.91
H -3.1300 4.8261 -4.9833 0.38
H -3.9329 5.3392 -3.4779 0.39
H -4.5477 3.9756 -4.3593 0.35
H -1.2065 3.3163 -4.7531 0.42
H 0.1303 1.8138 -3.3646 0.43
H -2.6374 2.0121 -0.2724 0.48
H -4.0624 3.5192 -1.5522 0.50

Which relative energy (zero: lowest compared OMol25 entry of this formula, charge and spin) belongs to each record? In order, 0.521 0.000 1.148 0.932 0.000 0.000 eV.
Which E_tot belongs to each record? In order, -607.86039 -2468.57052 -632.26567 -554.13791 -3239.95790 -1662.15889 hartree.